Entry 1:
The following is a DFT calculation (the ωB97M-V functional and the def2-TZVPD basis) of a cluster of 3 separate species, C5H16N2O in total at a distorted geometry.

LUMO	-3.45	eV
energy relative to the best compared isomer or geometry (same formula, charge and spin)	1104.5	kJ/mol
Kohn-Sham gap	0.18572	Eh

```
! RIJCOSX wB97M-V def2-TZVPD def2/J DEFGRID3
* xyz 0 1
O 0.98202 -2.39882 1.54127
N -0.71688 1.56069 1.71375
N -0.41130 -1.48996 -0.48200
C 0.78988 0.15396 -2.19197
C -1.38934 0.38579 1.13912
C -0.81287 -0.09397 -0.32147
C 1.56861 0.53686 0.32343
C 0.36936 0.72049 -0.75530
H -2.24535 1.96831 -0.63618
H -0.04771 1.10874 2.36941
H -1.18656 1.76607 0.58690
H -1.71894 0.03438 -0.94221
H -1.35378 -1.93164 -0.73350
H 0.37399 -2.19963 0.63263
H 2.41593 1.13438 -0.04122
H 1.79614 -0.54363 0.44720
H 1.20038 0.83586 1.35602
H 0.28676 1.78889 -0.73567
H 1.40031 -3.26104 1.26287
H 1.45553 0.76544 -2.80681
H -1.39810 -0.46054 1.89632
H 1.29204 -0.74625 -1.91147
H -2.52359 0.46468 0.99398
H -0.12656 -0.09905 -2.70507
*
```

What are the Löwdin partial charges on each atom? They are as follows, in elementary charge units:
1. O -0.21
2. N 0.04
3. N 0.10
4. C -0.05
5. C -0.32
6. C -0.45
7. C -0.04
8. C -0.38
9. H 0.13
10. H 0.10
11. H 0.08
12. H 0.09
13. H 0.10
14. H 0.02
15. H 0.08
16. H 0.05
17. H 0.06
18. H 0.09
19. H 0.04
20. H 0.08
21. H 0.13
22. H 0.05
23. H 0.13
24. H 0.06

=====

Entry 2:
The following is a DFT calculation (the ωB97M-V functional and the def2-TZVPD basis) of a cluster of 8 separate species, C42H104N8O8 in total at a distorted geometry.

LUMO	0.37	eV
energy relative to the best compared isomer or geometry (same formula, charge and spin)	654.2	kJ/mol
SMILES	CC1(C)CCCC(C)(C)N1O.CC1(C)CCCC(C)(C)N1O.COC[C@H](C)N.COC[C@H](C)N.COC[C@H](C)N.COC[C@H](C)N.COC[C@H](C)N.COC[C@H](C)N
Kohn-Sham gap	0.31334	Eh

```
! RIJCOSX wB97M-V def2-TZVPD def2/J DEFGRID3
* xyz 0 1
O 5.52977 4.17025 0.57914
O 1.71768 3.32130 8.30265
O 2.27044 -3.82567 1.55278
O 2.20785 3.37262 -4.60222
O -4.84740 2.99498 0.42794
O -0.85746 -6.03369 -2.23868
O -1.84269 -0.46769 -5.98655
O 0.41187 0.92909 -0.04946
N -0.26085 -2.47303 1.10642
N -3.02682 0.12420 -5.59692
N 4.34969 0.35206 -5.03621
N 3.85404 1.07769 -0.71769
N 2.72458 -2.65177 4.09239
N -7.38969 2.10636 1.23011
N 1.94254 2.47121 7.22964
N 0.66423 -7.76262 0.73210
C -2.15563 2.40981 -5.99282
C 2.85538 -4.16519 0.32387
C -4.27322 -1.84969 -6.21256
C 0.23460 -1.43510 0.25276
C -3.75474 2.04744 0.21455
C -0.48132 -1.67432 -1.13721
C -0.60681 1.96292 7.08696
C 0.14892 -5.96875 -3.23034
C -3.55298 -1.77986 -3.92136
C 0.88025 -4.14046 4.16090
C -5.95632 3.04033 -0.50392
C -5.24213 -0.13347 -4.78985
C -4.01080 -0.87938 -5.07955
C 0.91372 0.48927 8.34402
C 5.51469 2.82406 0.04867
C -1.77849 1.29937 -3.70511
C -4.06248 2.07938 -4.62921
C 1.06491 0.48279 5.86891
C 3.13662 2.44648 -4.14193
C -7.14572 2.10318 -0.18760
C 3.84490 3.67772 6.14139
C -5.14891 1.14055 -4.00710
C -0.42039 -6.30624 -0.88364
C 6.71647 4.65621 1.23970
C -8.46440 2.32469 -0.82690
C -0.02493 2.26640 0.10010
C 2.84523 -4.59487 2.62503
C 0.07932 -7.69377 -0.53961
C 1.94979 0.66298 -5.58040
C 0.89477 1.44009 7.13577
C 3.94339 2.33373 -0.05195
C 2.40388 -4.02908 3.98241
C 3.42041 1.99884 1.24490
C 3.30003 1.35998 -5.29184
C 2.13169 4.49862 -3.74301
C -0.13669 -0.05376 0.78912
C -0.84162 -8.92642 -0.68047
C -2.75968 1.46743 -4.92497
C 2.45737 3.08034 6.02598
C 2.61810 2.18134 4.78791
C 1.37925 1.24886 4.54140
C 1.50307 4.28107 5.59620
H 4.35261 3.91374 5.20618
H 1.49656 -7.20101 0.62299
H -0.26770 2.57676 1.11639
H 1.38875 5.00959 6.39889
H -9.03828 3.14728 -0.40017
H 3.72247 -2.50940 4.15602
H -4.53358 2.70693 -5.38573
H 0.21622 -5.51428 -0.48914
H -8.39711 2.46462 -1.90578
H 0.19331 -0.32872 8.34616
H 3.59972 1.88012 -6.20164
H -2.82363 2.57352 -6.83844
H -1.96004 3.40410 -5.59130
H 4.10470 -0.45625 -5.59003
H 3.83828 1.14053 1.77102
H -5.46747 2.95697 -1.47457
H 0.43034 -3.20249 1.00521
H -6.49492 2.12563 1.69820
H 1.62342 0.17444 -4.66229
H -1.17643 2.11800 -3.31080
H -0.84837 2.30671 6.08120
H -3.15185 2.32443 -0.65026
H 3.48591 3.06343 -0.72004
H 2.84327 2.18370 -3.12557
H 0.74931 2.91759 -0.30562
H 0.47579 1.80265 4.28613
H -1.23806 -6.12841 -0.18514
H 0.08352 -0.97133 -1.74946
H 0.51775 3.85750 5.40173
H 2.95025 -4.64159 4.69962
H 0.31161 -4.93175 -3.52403
H -0.29325 -6.29951 -4.17011
H 0.15520 -0.02006 5.54081
H -1.14559 0.44913 -3.95939
H 7.04245 3.91123 1.96554
H -2.32636 0.99390 -2.81369
H 4.39497 2.96946 6.76098
H 7.50571 4.64726 0.48797
H -2.66017 -2.33502 -4.20913
H 0.83220 1.06513 9.26589
H 2.40883 -2.16526 3.26554
H -1.07701 -2.86114 0.65548
H 1.70346 4.89061 4.71506
H 1.30616 -1.60498 0.14791
H -6.86521 1.05012 -0.20938
H -1.23637 1.07454 7.13728
H 1.15774 -6.28043 -2.95968
H -1.74705 -8.87345 -0.07590
H -3.09313 2.05363 1.08078
H 3.91777 4.60300 6.71292
H 2.92139 -5.23286 0.11450
H -4.43904 -2.28571 -3.53781
H 2.94842 0.65843 -0.56218
H 6.54447 5.60477 1.74840
H 6.19431 2.17258 0.59801
H -0.87944 2.68110 7.86027
H 0.87426 -7.81782 -1.27499
H -3.09443 -1.36079 -3.02569
H 1.87084 -0.03094 8.30673
H -4.76492 -1.40243 -7.07644
H -6.29501 4.06580 -0.35621
H 3.93656 1.14797 -1.72186
H -9.01711 1.38521 -0.82598
H -1.82939 -0.38881 -6.94321
H 3.57753 2.80414 1.96246
H 3.59244 1.69473 4.74382
H -0.91185 2.32904 -0.53040
H 0.48626 -3.71458 5.08367
H 4.05466 2.95533 -3.84806
H -5.01129 0.89103 -2.95501
H 3.04642 4.87980 -3.28907
H 1.66035 5.33815 -4.25401
H 2.50597 3.08161 8.79535
H 2.59771 2.79231 3.88546
H -1.19725 -9.13538 -1.68941
H 0.28905 0.04268 1.78788
H -4.28937 1.10136 0.29947
H -1.49999 -1.28785 -1.16961
H 3.87539 -3.81732 0.16054
H 2.24037 -3.68363 -0.43637
H 1.23267 1.44262 -5.83730
H 2.46214 -5.60002 2.44891
H -1.20576 2.15110 -6.46070
H 0.46850 -3.50914 3.37350
H -0.28864 -2.65899 -1.56314
H 0.56742 -5.18263 4.09684
H -6.11725 1.64096 -4.00077
H 5.79241 2.87348 -1.00421
H -4.84753 -2.67757 -5.79677
H -5.90151 -0.76968 -4.19946
H 1.04978 -8.67319 0.93781
H -1.16294 0.17173 1.07909
H -3.32089 -2.17174 -6.63381
H 1.67348 4.19307 -2.80238
H -7.87116 2.94768 1.51380
H 1.43078 0.45257 3.79887
H 2.33655 1.89664 1.19075
H 1.86295 -0.21748 6.11559
H 1.93329 -0.10971 -6.34902
H -5.82404 0.16419 -5.66215
H -3.83506 2.80118 -3.84475
H 3.92480 -4.59388 2.77546
H -0.37111 -9.86224 -0.37889
H 4.18982 -0.08684 -4.14073
*
```

Here are the Löwdin charges for atoms 1 to 99, given in e:
1. O -0.23
2. O 0.01
3. O -0.22
4. O -0.19
5. O -0.24
6. O -0.17
7. O -0.04
8. O -0.22
9. N 0.05
10. N -0.10
11. N 0.02
12. N 0.03
13. N 0.05
14. N 0.02
15. N -0.12
16. N 0.04
17. C -0.04
18. C -0.12
19. C -0.04
20. C -0.40
21. C -0.06
22. C -0.04
23. C -0.03
24. C -0.12
25. C -0.02
26. C -0.05
27. C -0.15
28. C -0.18
29. C -0.52
30. C -0.06
31. C -0.13
32. C 0.00
33. C -0.15
34. C -0.12
35. C -0.21
36. C -0.47
37. C -0.06
38. C -0.16
39. C -0.18
40. C -0.09
41. C -0.07
42. C -0.09
43. C -0.18
44. C -0.48
45. C -0.06
46. C -0.46
47. C -0.43
48. C -0.45
49. C -0.09
50. C -0.37
51. C -0.10
52. C -0.20
53. C -0.04
54. C -0.46
55. C -0.49
56. C -0.13
57. C -0.16
58. C -0.02
59. H 0.09
60. H 0.06
61. H 0.09
62. H 0.07
63. H 0.08
64. H 0.08
65. H 0.12
66. H 0.10
67. H 0.07
68. H 0.08
69. H 0.13
70. H 0.08
71. H 0.09
72. H 0.06
73. H 0.10
74. H 0.10
75. H 0.03
76. H 0.07
77. H 0.07
78. H 0.08
79. H 0.06
80. H 0.07
81. H 0.13
82. H 0.09
83. H 0.08
84. H 0.09
85. H 0.13
86. H 0.06
87. H 0.06
88. H 0.14
89. H 0.07
90. H 0.09
91. H 0.11
92. H 0.07
93. H 0.07
94. H 0.06
95. H 0.09
96. H 0.08
97. H 0.09
98. H 0.08
99. H 0.07

=====

Entry 3:
The following is a DFT calculation (the ωB97M-V functional and the def2-TZVPD basis) of a structure of composition C20H20BrCrNO2S5.

LUMO (alpha / beta)	-4.48 / -3.95	eV
energy relative to the best compared isomer or geometry (same formula, charge and spin)	37.9	kJ/mol
⟨S²⟩	0.76
Kohn-Sham gap (alpha / beta)	0.24335 / 0.26489	Eh

```
! RIJCOSX wB97M-V def2-TZVPD def2/J DEFGRID3
* xyz 1 2
Br -4.18438 6.93128 -2.14751
Cr 0.00521 -0.23583 -0.58906
S 3.17798 -0.54641 -3.39000
S -2.92238 -1.18851 1.71892
S 0.11129 -0.40905 -3.00589
S 0.52978 -0.62660 1.83851
S -0.45006 -2.60600 -0.58159
O 0.04983 1.75284 -0.70988
O -1.79751 0.65249 -0.55965
N 1.90133 -0.46521 -1.14944
C 6.00065 -0.32836 -0.48093
C 0.13383 -3.30567 1.00433
C -2.02563 5.09206 -2.28068
C -3.89440 4.39579 -0.90725
C 4.10506 -0.47517 -1.90575
C 3.24616 -0.39940 -0.79944
C -0.64042 -0.68016 3.24077
C -3.28417 5.32145 -1.74197
C 1.72631 -0.49028 -2.46629
C -1.86905 -1.57626 3.15336
C 5.48343 -0.45526 -1.75809
C -1.35841 3.92661 -1.95378
C -2.27589 -2.77190 -0.55087
C -3.01883 -2.74538 0.77837
C 3.78155 -0.24223 0.47611
C -3.23476 3.21828 -0.60716
C -1.22873 1.76197 -0.77958
C 5.15606 -0.20808 0.62105
C 1.07897 -2.36026 1.73281
C -1.96255 2.98800 -1.12086
H 7.07244 -0.30957 -0.33817
H -0.03209 -0.97551 4.09653
H -1.61300 -2.63313 3.14768
H -2.47275 -1.38949 4.04139
H -4.87164 4.60470 -0.49555
H 6.13332 -0.52637 -2.61987
H -3.69636 2.47776 0.03392
H 1.25471 -2.70434 2.75205
H -2.76086 -3.57895 1.42928
H -0.36977 3.73090 -2.34797
H 3.12741 -0.11332 1.32761
H -2.60311 -1.95147 -1.19093
H -4.07471 -2.85589 0.52905
H 5.58353 -0.07287 1.60564
H -1.57515 5.82276 -2.93723
H -2.48127 -3.71773 -1.05201
H 0.66505 -4.22225 0.75165
H -0.92943 0.36307 3.37047
H 2.04038 -2.30713 1.22048
H -0.73703 -3.56593 1.59743
*
```

What are the Löwdin partial charges on each atom? They are as follows, in elementary charge units:
1. Br 0.78
2. Cr 0.42
3. S 1.12
4. S 0.92
5. S 0.73
6. S 0.92
7. S 0.91
8. O -0.07
9. O -0.12
10. N -0.14
11. C -0.07
12. C -0.43
13. C -0.10
14. C -0.11
15. C -0.44
16. C -0.28
17. C -0.46
18. C -0.68
19. C -1.07
20. C -0.50
21. C -0.07
22. C 0.00
23. C -0.44
24. C -0.50
25. C -0.03
26. C 0.00
27. C -0.56
28. C -0.06
29. C -0.45
30. C -0.13
31. H 0.11
32. H 0.09
33. H 0.07
34. H 0.08
35. H 0.11
36. H 0.12
37. H 0.13
38. H 0.10
39. H 0.08
40. H 0.13
41. H 0.07
42. H 0.08
43. H 0.08
44. H 0.11
45. H 0.11
46. H 0.09
47. H 0.09
48. H 0.09
49. H 0.07
50. H 0.05

=====

Entry 4:
The following is a DFT calculation (the ωB97M-V functional and the def2-TZVPD basis) of a structure of composition C21H36FeN3Si3Te4 at a distorted geometry.

LUMO (alpha / beta)	3.92 / 3.46	eV
energy relative to the best compared isomer or geometry (same formula, charge and spin)	168.0	kJ/mol
⟨S²⟩	8.79
Kohn-Sham gap (alpha / beta)	0.19753 / 0.17835	Eh

```
! RIJCOSX wB97M-V def2-TZVPD def2/J DEFGRID3
* xyz -2 6
Te 1.75986 0.98902 -4.17029
Te 1.11755 2.20729 -0.27510
Te 2.57256 4.11921 -1.48475
Te 0.68942 0.09452 -1.86592
Fe 0.05920 0.22182 0.51418
Si -1.26352 -0.78131 3.43791
Si 1.30051 -2.91338 -0.12687
Si -2.72657 1.68426 -0.30553
N -1.85302 0.19628 -0.31567
N -0.03183 -1.82988 0.01626
N -0.00402 0.10380 2.66684
C -2.25126 -1.09596 -0.63182
C 1.07297 1.18379 4.62122
C -2.33566 2.73644 -1.82113
C 1.33578 -4.28228 1.17481
C 3.44930 1.66108 4.62420
C 1.41415 -3.75738 -1.81270
C -1.06471 -2.63571 3.21095
C -1.74112 -3.48156 -0.65963
C -1.31294 -2.16269 -0.42405
C -3.90733 -2.75086 -1.38166
C 2.98722 -2.11447 0.07554
C -3.02144 -3.78257 -1.12710
C -4.61725 1.54818 -0.28961
C -2.97813 -0.39451 2.79517
C 1.11776 0.60385 3.32789
C -1.40552 -0.59195 5.31925
C -3.51944 -1.43186 -1.14198
C 2.20962 1.68364 5.24689
C 2.39935 0.59462 2.72888
C 3.52882 1.11123 3.34625
C -2.32211 2.67723 1.25157
H -4.97034 0.82893 0.45895
H 2.12036 2.10528 6.24390
H 3.23792 -1.38646 -0.69487
H -3.32834 0.60028 3.08797
H 2.50064 0.11221 1.77498
H -1.59834 2.16153 1.88234
H -5.03738 2.53431 -0.05125
H -1.68639 0.42236 5.62324
H -4.89982 -2.96097 -1.76532
H -4.22130 -0.63464 -1.32753
H -3.22778 2.80258 1.86223
H -3.31098 -4.81658 -1.28276
H -2.02439 3.74903 -1.54546
H -0.14821 -3.00345 3.68961
H -1.92073 -3.17106 3.64601
H 0.61336 -4.48889 -1.96673
H 3.72164 -2.93108 0.01054
H -1.92951 3.67074 1.02255
H 4.47699 1.08519 2.82080
H -2.18275 -1.28065 5.67754
H -1.53807 2.30961 -2.43293
H 4.33072 2.06255 5.11570
H 0.38248 -4.81521 1.25232
H 2.37290 -4.28893 -1.88530
H -5.00863 1.24421 -1.26670
H 1.55913 -3.85837 2.15951
H -3.00773 -0.46066 1.70545
H 0.12328 1.25529 5.12415
H -0.46616 -0.85185 5.82076
H 1.36938 -3.04015 -2.63762
H 2.11823 -5.01256 0.92820
H 3.12425 -1.65268 1.05538
H -3.22720 2.81912 -2.46012
H -3.68116 -1.14254 3.18830
H -1.05138 -4.29142 -0.45046
H -1.01650 -2.89026 2.14748
*
```

What are the Löwdin partial charges on each atom? They are as follows, in elementary charge units:
1. Te -0.11
2. Te 0.20
3. Te -0.22
4. Te 0.39
5. Fe 0.00
6. Si 0.38
7. Si 0.31
8. Si 0.35
9. N -0.22
10. N -0.26
11. N -0.13
12. C -0.35
13. C -0.07
14. C -0.19
15. C -0.19
16. C -0.15
17. C -0.18
18. C -0.18
19. C -0.08
20. C -0.36
21. C -0.14
22. C -0.19
23. C -0.14
24. C -0.20
25. C -0.17
26. C -0.37
27. C -0.20
28. C -0.06
29. C -0.13
30. C -0.10
31. C -0.11
32. C -0.20
33. H 0.02
34. H 0.09
35. H 0.01
36. H 0.02
37. H 0.04
38. H -0.01
39. H 0.02
40. H 0.02
41. H 0.08
42. H 0.06
43. H 0.02
44. H 0.08
45. H 0.02
46. H 0.02
47. H 0.03
48. H 0.02
49. H 0.03
50. H 0.02
51. H 0.10
52. H 0.02
53. H -0.01
54. H 0.08
55. H 0.02
56. H 0.02
57. H 0.01
58. H 0.02
59. H 0.00
60. H 0.06
61. H 0.02
62. H 0.01
63. H 0.02
64. H 0.01
65. H 0.02
66. H 0.03
67. H 0.07
68. H 0.00

=====

| no. | calculated total energy (hartree) |
| --- | --- |
| 1 | -384.4374 |
| 2 | -2702.1783 |
| 3 | -6588.6294 |
| 4 | -4190.5365 |